# 1
Entry from the Open Molecules 2025 dataset: a gas-phase ion, H2NO4S (charge -1) in a non-equilibrium geometry (the ωB97M-V functional and the def2-TZVPD basis).

Last column: Mulliken charge in e.
CARTESIAN COORDINATES (ANGSTROEM)
S 0.869 -0.003 -0.434  1.2008
O 1.064 1.286 -0.996  -0.6400
O -1.408 -0.337 0.978  -0.4553
O 1.338 -1.042 -1.236  -0.6111
O 1.101 -0.221 0.951  -0.7194
N -1.142 -0.120 -0.406  -0.4325
H -1.256 0.894 -0.365  0.2637
H -0.565 -0.457 1.508  0.3938

The energy above the lowest of the compared OMol25 structures with the same formula, charge and spin comes out at 9.0 kcal per mole. The net charge is -1. Its SMILES is O=S(=O)([O-])NO. For the HOMO energy, the calculation gives -4.814 eV.



# 2
Entry from the Open Molecules 2025 dataset: 2 unconnected molecules or ions with the total composition H4O2P2 in a non-equilibrium geometry (the ωB97M-V functional and the def2-TZVPD basis).

Last column: Mulliken charge in e.
CARTESIAN COORDINATES (ANGSTROEM)
P -1.124 0.894 0.200  -0.1530
P 0.158 -0.666 -0.601  0.5142
O -0.113 -1.815 0.486  -0.4251
O 1.866 0.902 0.177  -0.7533
H 2.719 0.628 -0.208  0.2523
H -2.234 0.163 -0.449  0.0988
H -0.560 1.606 -0.857  0.1170
H -0.714 -1.712 1.252  0.3489

The energy above the lowest of the compared OMol25 structures with the same formula, charge and spin comes out at 64.4 kcal per mole. For the HOMO energy, the calculation gives -9.363 eV.



# 3
Entry from the Open Molecules 2025 dataset: a molecular structure, C23H35NO4 in a non-equilibrium geometry (the ωB97M-V functional and the def2-TZVPD basis).

Last column: Mulliken charge in e.
CARTESIAN COORDINATES (ANGSTROEM)
O 0.228 -2.725 1.913  -0.2455
O -0.442 0.788 3.356  -0.7206
O 1.281 -1.540 3.513  -0.6602
O 0.729 1.925 1.773  -0.2838
N -0.601 0.878 -1.882  0.6171
C 0.710 3.121 2.601  -0.4243
C -2.029 -0.059 -0.179  0.0348
C 0.538 -0.394 1.536  2.4291
C 0.704 -1.564 2.435  -1.1767
C 4.619 -2.296 0.240  -1.3629
C -0.257 2.276 -4.414  -0.7737
C -1.484 2.004 -2.195  -0.6021
C 3.528 -1.321 0.669  -0.2973
C -0.103 -5.073 2.171  -1.2440
C 0.229 4.275 1.774  -1.1025
C 0.382 -3.816 2.839  -0.2976
C -4.051 0.119 1.128  -0.8838
C -4.786 -0.448 0.085  -0.4465
C -0.655 0.466 -0.490  0.3861
C 1.267 -0.350 0.305  0.3858
C -4.121 -0.944 -1.049  -0.8479
C 0.240 0.791 2.338  -0.5657
C 0.737 1.103 -2.398  -0.1239
C -1.615 2.189 -3.706  -0.7532
C 0.733 1.223 -3.920  -0.8532
C -2.664 0.273 1.018  -0.3297
C -2.738 -0.769 -1.170  -0.1173
C 2.209 -1.468 -0.095  -0.5213
H -2.180 1.339 -4.111  0.3077
H 0.431 -5.276 1.240  0.3107
H -1.082 2.937 -1.739  0.3032
H 2.392 -1.393 -1.181  0.4188
H 0.070 -5.911 2.852  0.3999
H 0.045 2.939 3.449  0.3816
H 1.733 -2.446 0.088  0.2532
H -1.175 -5.022 1.963  0.3014
H 1.162 2.027 -1.954  0.3859
H -0.411 1.330 0.150  0.5797
H -4.671 -1.452 -1.845  0.4049
H 0.222 -0.363 -0.475  -0.8635
H -2.089 0.705 1.834  0.3431
H 1.753 1.444 -4.254  0.4048
H -2.220 3.086 -3.886  0.3716
H 4.767 -2.294 -0.844  0.3267
H 4.382 -3.314 0.565  0.3034
H -5.870 -0.533 0.176  0.3924
H 0.169 3.272 -4.247  0.3129
H 0.949 4.530 0.990  0.2778
H -4.550 0.456 2.038  0.4347
H -2.191 -1.111 -2.052  0.3874
H 3.874 -0.287 0.527  0.4149
H 1.730 0.639 0.187  0.6864
H -2.478 1.840 -1.760  0.3263
H 5.554 -1.993 0.717  0.3842
H 1.393 0.277 -2.100  -0.2712
H 1.736 3.252 2.956  0.2885
H 3.312 -1.431 1.742  0.2416
H 0.100 5.144 2.420  0.4217
H 1.438 -3.903 3.124  0.3005
H -0.403 2.153 -5.490  0.3487
H -0.741 4.047 1.319  0.2445
H -0.211 -3.602 3.737  0.3481
H 0.469 0.244 -4.338  0.3083

The energy above the lowest of the compared OMol25 structures with the same formula, charge and spin comes out at 53.8 kcal per mole. For the HOMO energy, the calculation gives -7.776 eV.



Among the records above, which one has the lowest HOMO energy?
H4O2P2



What is the HOMO energy in the third record?
-7.776 eV